Record 1
{
  "formula": "C35H30GaN3O2PS2",
  "method": "ωB97M-V with the def2-TZVPD basis set",
  "homo_energy_ev": -10.66,
  "e_lumo_ev": -3.54,
  "spin_multiplicity": 1,
  "total_charge": 1,
  "symbols": ["Ga", "C", "C", "N", "N", "C", "S", "S", "C", "C", "C", "C", "C", "C", "C", "C", "C", "C", "C", "C", "C", "O", "H", "H", "H", "H", "H", "H", "H", "H", "H", "H", "H", "H", "H", "H", "O", "N", "C", "C", "C", "C", "C", "C", "C", "P", "C", "C", "C", "C", "C", "C", "C", "C", "C", "C", "C", "C", "H", "H", "H", "H", "H", "H", "H", "H", "H", "H", "H", "H", "H", "H", "H", "H"],
  "xyz": [[0.173, -0.293, -0.674], [1.835, 0.259, 2.247], [0.533, -0.413, 1.973], [-0.371, 0.241, 1.300], [-1.669, -0.266, 1.404], [-2.430, -0.226, 0.377], [-1.936, 0.184, -1.284], [-4.142, -0.590, 0.525], [-4.146, -1.720, 1.965], [-4.236, -3.172, 1.567], [-5.203, -3.987, 2.142], [-5.318, -5.322, 1.772], [-4.473, -5.851, 0.809], [-3.499, -5.042, 0.231], [-3.381, -3.714, 0.609], [0.332, -1.828, 2.268], [0.474, -2.423, 3.520], [0.329, -3.788, 3.664], [0.080, -4.569, 2.538], [-0.020, -3.997, 1.281], [0.087, -2.618, 1.125], [0.014, -2.098, -0.123], [1.881, 0.495, 3.315], [2.676, -0.398, 2.024], [1.910, 1.195, 1.695], [-3.237, -1.494, 2.517], [-5.002, -1.425, 2.568], [-5.871, -3.578, 2.894], [-6.079, -5.943, 2.229], [-4.575, -6.884, 0.502], [-2.841, -5.445, -0.531], [-2.621, -3.091, 0.147], [0.667, -1.797, 4.385], [0.409, -4.245, 4.641], [-0.026, -5.641, 2.638], [-0.210, -4.602, 0.403], [2.391, -2.317, -1.068], [2.293, -0.946, -1.010], [3.439, -0.400, -1.091], [3.780, 1.032, -1.103], [5.149, 1.295, -1.066], [5.637, 2.589, -1.137], [4.756, 3.649, -1.279], [3.391, 3.405, -1.310], [2.890, 2.111, -1.201], [1.092, 1.898, -1.254], [0.628, 2.252, -2.964], [0.657, 1.193, -3.873], [0.344, 1.409, -5.205], [-0.010, 2.683, -5.631], [-0.043, 3.738, -4.729], [0.279, 3.528, -3.396], [0.373, 3.165, -0.191], [-0.974, 3.489, -0.352], [-1.589, 4.354, 0.540], [-0.871, 4.889, 1.602], [0.467, 4.562, 1.771], [1.089, 3.698, 0.882], [1.478, -2.607, -0.831], [4.279, -1.087, -1.173], [5.842, 0.464, -0.990], [6.703, 2.766, -1.094], [5.126, 4.662, -1.366], [2.702, 4.234, -1.422], [0.928, 0.195, -3.542], [0.371, 0.587, -5.908], [-0.265, 2.852, -6.669], [-0.323, 4.729, -5.063], [0.247, 4.354, -2.696], [-1.544, 3.067, -1.168], [-2.634, 4.603, 0.409], [-1.355, 5.563, 2.297], [1.028, 4.977, 2.599], [2.134, 3.450, 1.022]]
}

***

Record 2
{
  "formula": "C5H9N4O3S",
  "method": "ωB97M-V with the def2-TZVPD basis set",
  "homo_energy_ev": -14.26,
  "relative_energy_kj_mol": 12.65,
  "smiles": "C[C@H]1CN=[N+]2[C@H](N1)OS213=[NH+]C1([O-])O3",
  "e_lumo_ev": -5.08,
  "spin_multiplicity": 1,
  "total_charge": 1,
  "symbols": ["C", "C", "C", "C", "C", "N", "N", "N", "N", "O", "O", "O", "S", "H", "H", "H", "H", "H", "H", "H", "H", "H"],
  "xyz": [[-0.108, 1.651, -0.536], [3.171, -1.079, 0.074], [-1.657, 0.315, 1.278], [-1.828, 0.011, -0.213], [-1.181, -1.325, -0.645], [-0.367, 0.712, 1.628], [-1.308, 1.138, -1.041], [0.311, 1.349, 0.840], [2.019, -0.580, 0.709], [3.737, -2.084, -0.024], [3.390, 0.119, -0.677], [1.098, 0.991, -1.061], [2.230, 0.970, 0.090], [0.088, 2.647, -0.827], [-2.368, 1.300, 1.574], [-2.137, -0.561, 1.744], [-2.820, -0.194, -0.315], [-1.552, -1.915, -1.512], [-1.118, -2.105, 0.092], [-0.139, -1.270, -0.756], [-1.229, 0.916, -2.018], [1.764, -1.007, 1.597]]
}

***

Record 3
{
  "formula": "C17H15BrO2Os",
  "method": "ωB97M-V with the def2-TZVPD basis set",
  "s2": 6.034,
  "homo_energy_ev": [-7.13, -7.71],
  "relative_energy_kj_mol": 0.00,
  "e_lumo_ev": [0.20, -1.67],
  "spin_multiplicity": 5,
  "total_charge": 0,
  "symbols": ["C", "C", "C", "H", "C", "C", "H", "H", "H", "H", "Os", "Br", "C", "C", "C", "H", "C", "C", "H", "H", "H", "H", "O", "C", "O", "C", "C", "C", "C", "C", "C", "H", "H", "H", "H", "H"],
  "xyz": [[-1.370, -1.362, -3.088], [-1.761, -2.495, -2.268], [-2.690, -2.030, -1.274], [-1.453, -3.529, -2.472], [-2.876, -0.639, -1.473], [-2.071, -0.213, -2.583], [-1.983, 0.797, -3.005], [-0.713, -1.369, -3.961], [-3.223, -2.668, -0.548], [-3.572, -0.003, -0.927], [-0.827, -1.135, -0.990], [0.655, -2.364, 0.349], [3.493, 1.362, -1.318], [2.381, 2.054, -1.894], [1.996, 1.317, -3.094], [1.796, 2.829, -1.413], [2.770, 0.124, -3.070], [3.775, 0.226, -2.059], [4.475, -0.575, -1.789], [4.039, 1.727, -0.429], [1.061, 1.482, -3.615], [2.495, -0.811, -3.585], [0.965, 1.360, 0.399], [-0.053, 0.877, 0.883], [-1.142, 0.470, 0.223], [-0.219, 0.661, 2.355], [-0.977, -0.440, 2.748], [-1.238, -0.683, 4.090], [-0.795, 0.226, 5.044], [-0.066, 1.357, 4.659], [0.217, 1.598, 3.310], [-1.354, -1.124, 1.979], [-1.775, -1.594, 4.331], [-1.016, 0.033, 6.090], [0.292, 2.044, 5.425], [0.765, 2.485, 2.974]]
}